The following is a DFT calculation (ωB97M-V/def2-TZVPD) of the ion C28H24N3 with charge +1.

Output
Gap between HOMO and LUMO = 0.210 hartree
SMILES = CN(C)c1ccc(C2([C@H](C#N)[n+]3ccccc3)c3ccccc3-c3ccccc32)cc1
Lowest unoccupied orbital energy = -4.399 eV
HOMO = -0.3714 Eh
ΔE to the lowest compared entry with this formula, charge and spin = 0.0 kcal/mol

```
! wB97M-V def2-TZVPD RIJCOSX def2/J DEFGRID3
* xyz 1 1
C 0.9531 3.9163 -0.3417
C -0.4934 3.9263 -0.6332
N -1.6402 3.8936 -0.8603
N 1.2355 2.8916 0.8237
C 2.3485 2.1082 0.7400
C 2.6599 1.1237 1.6615
C 1.7589 0.8122 2.6772
C 0.5232 1.4562 2.6504
C 0.2673 2.4460 1.6956
H 1.5319 3.5010 -1.2000
H 2.9321 2.2706 -0.1551
H 3.6048 0.5944 1.5724
H 1.9944 0.0648 3.4364
H -0.2629 1.1825 3.3652
H -0.7393 2.8453 1.5803
C -1.0610 7.6881 -5.9086
N 0.0154 8.0972 -5.0284
C 0.5293 9.4221 -5.3227
C 0.2948 7.4451 -3.8209
C 1.0569 6.2557 -3.8223
C 1.4340 5.6633 -2.6237
C 0.9821 6.1457 -1.3934
C 1.3830 5.3665 -0.1342
C 0.7766 5.8483 1.1924
C 1.7738 5.7815 2.1824
C 1.5091 6.1246 3.5012
C 0.1929 6.4621 3.8425
C -0.7947 6.5699 2.8557
C -0.4972 6.2971 1.5047
C 3.0610 5.4695 1.5510
C 2.8860 5.3856 0.1583
C 3.9953 5.3620 -0.6767
C 5.2663 5.1982 -0.0932
C 5.4215 5.2196 1.2982
C 4.3199 5.4306 2.1297
C 0.2375 7.3303 -1.3883
C -0.1261 7.9568 -2.5781
H -1.3810 6.6706 -5.6547
H -1.9260 8.3718 -5.8173
H -0.7174 7.7169 -6.9557
H 1.4266 9.6376 -4.7248
H 0.8003 9.4806 -6.3909
H -0.2225 10.2098 -5.1304
H 1.3897 5.8264 -4.7690
H 2.1240 4.8180 -2.6511
H 2.3546 6.1369 4.1892
H -0.0383 6.6572 4.8845
H -1.8111 6.8695 3.1255
H -1.2538 6.4182 0.7287
H 3.8779 5.4577 -1.7529
H 6.1320 5.0660 -0.7477
H 6.4065 5.0993 1.7366
H 4.3925 5.5864 3.2012
H -0.0532 7.7905 -0.4454
H -0.7630 8.8400 -2.5580
*
```

Atom charges from the Mulliken analysis, given in e for atoms 1 to 6: number 1, C, carries -0.12; number 2, C, carries -0.61; number 3, N, carries -0.57; number 4, N, carries 0.55; number 5, C, carries 0.21; number 6, C, carries -0.85

***

The following is a DFT calculation (ωB97M-V/def2-TZVPD) of an isolated molecule of C22H16Cl2O4S.

Output
Gap between HOMO and LUMO = 0.302 hartree
SMILES = O=c1oc2ccccc2c(O)c1[C@H](C[C@H](O)c1ccc(Cl)cc1)c1ccc(Cl)s1
Lowest unoccupied orbital energy = -0.363 eV
HOMO = -0.3154 Eh
ΔE to the lowest compared entry with this formula, charge and spin = 5.4 kcal/mol

```
! wB97M-V def2-TZVPD RIJCOSX def2/J DEFGRID3
* xyz 0 1
O 0.4347 -1.5466 -1.4892
Cl -2.3018 -5.1712 3.7831
Cl 7.2182 2.6022 1.6691
O -2.8033 0.9786 0.7732
O -1.5235 -1.1704 -2.5981
O 1.3084 1.1887 -0.8772
S -1.8337 -2.3141 2.8114
C -0.6950 -1.0884 -1.5240
C -1.3939 -3.9984 2.8588
C -0.3602 -4.3233 2.0124
C 0.1982 -3.1163 1.3420
C -2.3092 0.3152 -0.3369
C -0.5353 -1.9678 1.6285
C -1.1327 -0.4465 -0.2491
C -4.4410 0.5495 -4.0335
C -4.8509 1.3200 -2.9561
C 4.5539 2.8517 2.0868
C 5.2699 1.4082 0.3020
C -3.3290 -0.3132 -3.8585
C -4.1693 1.2280 -1.7291
C 3.2178 2.5038 1.8485
C 3.9322 1.0786 0.0143
C 5.5959 2.2792 1.3410
C -2.6298 -0.3751 -2.6682
C -3.0380 0.4199 -1.5871
C 2.9166 1.6039 0.8047
C -0.3528 -0.5614 1.0968
C 1.4871 1.2066 0.5155
C 1.1521 -0.1922 1.1057
H -3.7646 1.0955 0.6865
H 1.2275 0.2852 -1.2323
H 0.0560 -5.3146 1.8301
H 0.9839 -3.1542 0.6121
H -4.9862 0.5757 -4.9783
H -5.7305 1.9718 -3.0222
H 4.8112 3.5405 2.8775
H 6.0558 0.9371 -0.2737
H -3.0727 -0.8810 -4.6988
H -4.5150 1.8532 -0.8992
H 2.4167 2.9420 2.4221
H 3.7070 0.3540 -0.8011
H -0.8398 0.0868 1.7940
H 0.8392 1.9572 0.9437
H 1.7161 -0.9756 0.5586
H 1.5099 -0.2229 2.0937
*
```

Atom charges from the Mulliken analysis, given in e for atoms 1 to 6: number 1, O, carries -0.65; number 2, Cl, carries -0.20; number 3, Cl, carries -0.22; number 4, O, carries -0.63; number 5, O, carries -0.35; number 6, O, carries -0.65

***

The following is a DFT calculation (ωB97M-V/def2-TZVPD) of a cluster of 16 separate species, C64H128O32 in total.

Output
Gap between HOMO and LUMO = 0.384 hartree
Lowest unoccupied orbital energy = 0.493 eV
HOMO = -0.3663 Eh
ΔE to the lowest compared entry with this formula, charge and spin = 0.0 kcal/mol

```
! wB97M-V def2-TZVPD RIJCOSX def2/J DEFGRID3
* xyz 0 1
O -1.6720 -2.6296 -2.6018
C -2.1640 -2.5591 -3.6997
O -2.9260 -3.5140 -4.2755
C -2.7878 -4.8292 -3.7268
C -3.3831 -5.7610 -4.7382
C -2.1089 -1.3745 -4.5991
H -3.2815 -4.8590 -2.7419
H -1.7430 -5.0131 -3.5133
H -3.4136 -6.8184 -4.4017
H -2.8725 -5.7781 -5.7028
H -4.4195 -5.4804 -4.9059
H -3.1452 -1.0642 -4.7289
H -1.7784 -1.7012 -5.5684
H -1.5253 -0.5640 -4.1894
O 1.7592 -7.2453 -4.1614
C 1.5580 -7.7299 -5.2613
O 1.6510 -7.0509 -6.4347
C 1.9480 -5.6673 -6.3593
C 3.4169 -5.4153 -6.3549
C 1.1908 -9.1617 -5.4973
H 1.4265 -5.2634 -5.4652
H 1.3654 -5.2757 -7.2306
H 3.6587 -4.3634 -6.2918
H 3.8682 -5.8345 -7.2478
H 3.9064 -5.7931 -5.4594
H 0.8004 -9.5435 -4.5717
H 2.0336 -9.8370 -5.7674
H 0.4203 -9.2281 -6.2738
O -1.2234 -5.5673 -1.1640
C -0.6709 -4.5710 -0.7452
O 0.5982 -4.2359 -1.0358
C 1.2431 -5.0735 -2.0202
C 2.3492 -4.2874 -2.6196
C -1.3353 -3.6314 0.2016
H 0.5152 -5.4377 -2.7255
H 1.6289 -5.9113 -1.4069
H 3.0608 -3.8784 -1.8899
H 1.9279 -3.4503 -3.1997
H 3.0166 -4.8850 -3.2544
H -1.6112 -4.2406 1.0883
H -2.2641 -3.3355 -0.2606
H -0.7039 -2.8022 0.3875
O -1.6988 -1.5372 5.9839
C -2.6094 -2.1982 5.4820
O -2.7080 -2.4955 4.2056
C -1.5676 -2.0593 3.3426
C -0.4572 -3.0188 3.4891
C -3.7695 -2.6541 6.3122
H -1.3617 -1.0331 3.6563
H -2.0564 -2.0564 2.3542
H -0.8485 -4.0549 3.4127
H 0.0547 -2.8913 4.4216
H 0.3057 -2.8643 2.7171
H -4.3890 -1.7498 6.4822
H -3.3327 -2.9692 7.2601
H -4.3061 -3.4968 5.8769
O 2.9446 3.2747 3.6152
C 2.2166 3.8147 4.4240
O 0.9238 4.1117 4.2010
C 0.4301 3.8092 2.9355
C -0.8931 4.5687 2.7470
C 2.5908 4.2297 5.8035
H 0.3223 2.7048 2.8560
H 1.1402 4.1895 2.2322
H -1.6026 4.1040 3.4467
H -1.3229 4.4868 1.7511
H -0.7170 5.6089 2.9317
H 2.1591 3.5311 6.5403
H 2.1931 5.1978 6.0227
H 3.6593 4.1307 5.9851
O -3.3622 2.1954 3.4709
C -4.5003 2.6527 3.5345
O -5.5806 2.0774 3.0128
C -5.3214 0.8850 2.2205
C -5.3357 -0.3640 3.0776
C -4.8170 4.0135 4.1160
H -4.4027 1.0612 1.6929
H -6.0858 0.9401 1.4465
H -5.6412 -1.2072 2.4848
H -6.0430 -0.2849 3.9249
H -4.3831 -0.6596 3.5302
H -5.2717 4.7225 3.4198
H -3.9440 4.4188 4.5918
H -5.5281 3.8442 4.8964
O 0.9834 -2.1887 -5.8206
C 1.9642 -1.4664 -6.0023
O 1.9525 -0.5102 -6.9381
C 0.7003 -0.3050 -7.6571
C 0.9550 0.7361 -8.6636
C 3.2999 -1.5405 -5.2803
H -0.0481 -0.0472 -6.9201
H 0.4392 -1.2672 -8.1539
H 1.0330 1.7101 -8.1773
H 0.1119 0.7914 -9.3629
H 1.8455 0.5664 -9.2461
H 3.5331 -2.5604 -4.9309
H 3.1783 -0.9088 -4.4068
H 4.0741 -1.0993 -5.9292
O -5.0011 5.2154 -1.6942
C -4.3285 5.0798 -0.6816
O -3.9262 6.1316 0.0347
C -4.4387 7.4202 -0.5175
C -4.0684 8.5948 0.3609
C -3.8496 3.7911 -0.1219
H -5.5185 7.3262 -0.4493
H -4.2616 7.5197 -1.5938
H -4.1164 8.2256 1.3731
H -4.8872 9.3496 0.2816
H -3.1289 9.0891 0.1157
H -3.4219 3.7971 0.8675
H -3.1658 3.3741 -0.8545
H -4.6768 3.0818 -0.1949
O 2.7742 1.2441 6.6486
C 2.8112 0.3265 5.8340
O 3.9397 -0.4125 5.6380
C 5.1400 -0.1444 6.4160
C 5.0671 -0.8730 7.7393
C 1.6979 -0.1869 4.9932
H 5.3386 0.9250 6.5834
H 5.8985 -0.4667 5.6959
H 5.9697 -0.8298 8.3360
H 4.7855 -1.9165 7.5849
H 4.2431 -0.4395 8.3131
H 2.0528 -0.9698 4.3190
H 1.3500 0.6395 4.3914
H 0.8326 -0.5338 5.5769
O 6.2250 0.1025 2.8899
C 5.3826 0.6049 2.1685
O 5.6426 1.5095 1.2210
C 7.0011 1.8857 1.0141
C 7.0243 3.2635 0.4181
C 3.9687 0.1885 2.2022
H 7.5112 1.1460 0.3616
H 7.4764 1.8435 1.9864
H 6.4278 3.3035 -0.4974
H 8.0525 3.5493 0.2904
H 6.6224 4.0041 1.1156
H 3.6517 -0.3980 1.3326
H 3.2653 0.9967 2.3912
H 3.8903 -0.4991 3.0478
O -4.3935 0.1811 -1.4011
C -4.8315 0.1914 -2.5345
O -5.2368 -0.9103 -3.1810
C -5.4328 -2.0730 -2.3754
C -6.0557 -3.1540 -3.2283
C -5.0046 1.4209 -3.3849
H -6.1356 -1.8624 -1.5663
H -4.4341 -2.3313 -2.0016
H -6.3543 -4.0826 -2.7309
H -5.4348 -3.5104 -4.0529
H -6.9783 -2.8214 -3.6698
H -6.0283 1.7416 -3.3683
H -4.6512 1.2901 -4.4122
H -4.5025 2.2399 -2.8665
O 5.4604 -3.9477 0.1123
C 4.5244 -3.1926 0.4065
O 4.4665 -1.9250 -0.1306
C 5.5010 -1.6248 -1.0588
C 5.2150 -0.2623 -1.6867
C 3.4813 -3.3634 1.4304
H 5.5112 -2.4609 -1.7601
H 6.4697 -1.6552 -0.6170
H 5.7681 -0.1598 -2.6271
H 5.5001 0.5022 -0.9413
H 4.1671 -0.1052 -1.8983
H 3.7995 -2.8437 2.3347
H 3.4087 -4.4379 1.6529
H 2.5601 -2.9306 1.0228
O -0.5794 1.7380 -5.6111
C -0.3618 2.4809 -4.6669
O 0.8817 2.7470 -4.2526
C 1.9751 1.9663 -4.9062
C 3.2169 2.1620 -4.1187
C -1.4508 3.1035 -3.8026
H 2.0913 2.3025 -5.9247
H 1.6061 0.9315 -4.9293
H 3.5175 3.2086 -4.0639
H 4.0183 1.6376 -4.6297
H 3.1931 1.8162 -3.0992
H -1.6361 2.2308 -3.1859
H -2.3445 3.3445 -4.3360
H -1.1400 3.9176 -3.1247
O -0.8094 4.2720 -0.9168
C 0.2008 4.9331 -0.6605
O 1.4183 4.4009 -0.5393
C 1.5015 2.9488 -0.5924
C 2.9085 2.5174 -0.1767
C 0.2762 6.4414 -0.5101
H 1.2926 2.6760 -1.6428
H 0.6750 2.5588 0.0335
H 3.7320 2.9208 -0.7830
H 2.8588 1.4175 -0.2974
H 3.0871 2.8018 0.8578
H 0.5936 6.8099 0.4667
H -0.6482 6.9141 -0.7709
H 1.0247 6.7917 -1.2198
O -4.5343 0.6748 7.4743
C -3.5202 0.8491 8.1049
O -2.4334 1.4372 7.6331
C -2.3964 1.5907 6.1718
C -1.0780 2.1366 5.8265
C -3.2835 0.4169 9.5244
H -3.2196 2.2248 5.8361
H -2.5942 0.5731 5.7539
H -0.2334 1.5565 6.2298
H -0.9782 3.1510 6.1532
H -0.9927 2.0755 4.7352
H -4.1875 -0.0780 9.8918
H -3.1245 1.2938 10.1427
H -2.4142 -0.2548 9.6009
O 0.4412 -0.2954 1.8146
C -0.3501 0.0585 0.9813
O -0.1469 -0.1067 -0.3700
C 1.0113 -0.8536 -0.7557
C 1.1325 -0.6568 -2.2039
C -1.6477 0.8717 1.1947
H 0.9645 -1.8532 -0.2982
H 1.8197 -0.3435 -0.2602
H 0.2347 -0.9521 -2.7635
H 1.9770 -1.1817 -2.6440
H 1.3575 0.4047 -2.4469
H -2.3410 0.6656 0.3807
H -1.4783 1.9297 1.1189
H -2.1141 0.6766 2.1684
*
```

Atom charges from the Mulliken analysis, given in e for atoms 1 to 6: number 1, O, carries 0.24; number 2, C, carries 0.28; number 3, O, carries -0.36; number 4, C, carries 1.00; number 5, C, carries -1.59; number 6, C, carries -0.80

***

The following is a DFT calculation (ωB97M-V/def2-TZVPD) of a structure of composition C15H34B4F4N3O3V.

Output
Gap between HOMO and LUMO (alpha / beta) = 0.172 / 0.170 hartree
Lowest unoccupied orbital energy (alpha / beta) = -5.873 / -5.873 eV
HOMO (alpha / beta) = -0.3875 / -0.3860 Eh
ΔE to the lowest compared entry with this formula, charge and spin = 6.9 kcal/mol

```
! wB97M-V def2-TZVPD RIJCOSX def2/J DEFGRID3
* xyz 1 2
O -0.5357 -2.4997 -1.0660
V 0.4501 -3.1614 0.0136
O 0.7087 -4.7139 -0.4048
B 0.9799 -5.9803 2.4541
H 1.8560 -6.6076 2.3980
H 1.2924 -4.9788 2.2019
H 0.2150 -6.2392 1.7384
H 0.6057 -5.9981 3.4659
B 2.3942 -1.9942 0.5621
H 3.1072 -1.2498 0.8810
H 1.5229 -2.0167 1.1982
H 2.0194 -1.8033 -0.4315
H 2.8438 -2.9685 0.4488
B -1.0270 -3.4050 1.7808
H -0.9779 -4.3341 1.2343
H -1.5286 -2.6951 1.1416
H -1.5334 -3.5866 2.7161
H -0.0290 -3.0416 1.9709
C -2.8271 0.0062 0.8136
C -4.2134 0.2581 0.1930
O -5.1246 -0.5282 0.1309
N -4.3819 1.7244 -0.3715
H -4.0084 2.3872 0.2927
H -3.7826 1.6888 -1.1837
C -5.8811 2.1042 -0.6899
H -2.8361 -0.7868 1.5613
H -2.4663 0.8621 1.3840
H -2.1745 -0.2585 -0.0183
H -6.2444 2.7318 0.1240
H -6.4608 1.1977 -0.8639
H -5.9197 2.6836 -1.6123
C 2.4163 5.4245 3.8357
N 2.0072 4.6350 2.6162
C 0.8205 4.0295 2.6141
C 0.3796 3.2722 1.5090
C 1.2854 3.0175 0.4903
C 2.5666 3.7146 0.4910
C 2.9270 4.4107 1.6477
C 1.0247 2.1088 -0.6481
C -0.1757 2.1407 -1.3098
C -0.2960 1.3367 -2.4297
N 0.7085 0.5326 -2.8898
C 1.8233 0.4343 -2.2249
C 2.0165 1.2432 -1.0753
C 0.2602 -0.3802 -4.0081
H 3.3315 4.9749 4.2209
H 1.5907 5.4141 4.5474
H 2.5477 6.4450 3.4758
H 0.2204 4.3554 3.4508
H -0.5906 2.8041 1.5866
H 3.2582 3.6570 -0.3365
H 3.7912 5.0389 1.8052
H -0.9899 2.8254 -1.1235
H -1.1698 1.2427 -3.0574
H 2.4636 -0.3862 -2.5133
H 2.9645 1.0787 -0.5847
H -0.3569 0.1347 -4.7445
H -0.1814 -1.2921 -3.6062
H 1.1067 -0.5911 -4.6616
B 1.6333 -3.6903 -3.7804
F 2.6612 -4.6115 -3.9228
F 2.1786 -2.5797 -3.2463
F 1.2016 -3.3341 -5.0149
F 0.5323 -4.2028 -3.1762
*
```

Atom charges from the Mulliken analysis, given in e for atoms 1 to 6: number 1, O, carries -0.73; number 2, V, carries 0.83; number 3, O, carries -0.56; number 4, B, carries 0.25; number 5, H, carries -0.01; number 6, H, carries -0.17

***

| no. | maximum force (eV Å⁻¹) |
| --- | --- |
| 1 | 2.7 |
| 2 | 3.2 |
| 3 | 3.5 |
| 4 | 5.5 |